[1]
DFT (ωB97M-V with the def2-TZVPD basis set) results for the molecule C6H7N at a distorted geometry.

Its total charge is 0. As for the spin multiplicity: 1. The calculation puts the orbital gap at 8.19 eV. For the HOMO energy, the calculation gives -8.997 eV.

Geometry (Å):
C -0.611985 -0.847483 -0.153831
C -1.668314 0.173370 -0.247845
C -2.102980 -1.092977 0.453123
C 0.697653 -0.054238 0.192700
C -0.911547 1.509578 0.208458
C 1.952624 -0.859741 0.254197
N 0.559532 1.227650 0.141287
H -0.548084 -1.429375 -1.066554
H -2.114738 0.214500 -1.231840
H -0.958444 2.375024 -0.449736
H -1.224602 1.854125 1.122573
H 2.365684 -0.789111 -0.685413
H 1.870702 -1.857366 0.580224
H 2.694494 -0.423956 0.882656

Cartesian forces (eV/Å) of the 6 atoms listed first:
C -0.81 -0.24 0.05
C 0.26 0.77 -0.33
C 2.68 1.74 -0.25
C -1.47 0.07 -0.31
C 1.39 -0.73 -3.00
C -0.40 1.55 1.25

[2]
DFT (ωB97M-V with the def2-TZVPD basis set) results for a cluster of 2 separate species, C6H7N in total at a distorted geometry.

Its total charge is 0. As for the spin multiplicity: 3. The calculation puts the orbital gap (spin up / spin down) at 8.46 / 7.94 eV. For the HOMO energy (spin up / spin down), the calculation gives -8.352 / -9.620 eV.

Geometry (Å):
C 2.767698 -0.516683 0.033453
C 2.287690 1.949179 0.212576
C -0.259835 -0.261846 -0.158992
C -1.304488 -0.915328 0.391486
C 2.283198 0.688721 0.208623
C -2.771792 -0.847721 -0.179843
N 3.050874 -1.621030 -0.296878
H 3.134441 2.633503 0.306159
H 1.388733 2.639726 0.457256
H -0.313266 0.332221 -0.980285
H -0.893168 -1.511729 1.163890
H -2.744416 -0.290463 -1.158821
H -3.405065 -0.511285 0.626823
H -3.220609 -1.767263 -0.625453

Cartesian forces (eV/Å) of the 6 atoms listed first:
C 0.81 -3.42 -1.24
C -1.56 4.51 1.61
C -3.43 -2.54 2.32
C 1.53 1.12 -2.39
C 0.32 -0.18 0.12
C 1.49 -0.68 -1.12

[3]
DFT (ωB97M-V with the def2-TZVPD basis set) results for a cluster of 2 separate species, C6H7N2 in total at a distorted geometry.

Its total charge is +1. As for the spin multiplicity: 1. The calculation puts the orbital gap at 10.58 eV. For the HOMO energy, the calculation gives -15.033 eV.

Geometry (Å):
C -2.418646 0.007379 -0.013387
C -1.633472 1.137827 0.066964
C -1.765689 -1.222913 -0.130961
C -0.236161 0.986957 0.024277
C 2.928170 0.094355 -0.296847
C 2.147605 -0.681448 0.371707
N -0.455155 -1.320812 -0.043541
N 0.230114 -0.213125 0.010401
H -3.536616 -0.142738 -0.065682
H -1.979844 2.081977 0.091220
H -2.407340 -2.065169 -0.178866
H 0.485752 1.898498 0.107523
H 3.962061 0.039899 -0.112650
H 2.606454 0.951052 -0.898706
H 2.072765 -1.551739 1.068554

Cartesian forces (eV/Å) of the 6 atoms listed first:
C -0.89 -0.55 -0.54
C 0.94 -2.53 -0.58
C 0.32 1.38 0.67
C -0.08 2.57 0.64
C -0.84 1.02 0.03
C -3.34 0.09 -0.11

[4]
DFT (ωB97M-V with the def2-TZVPD basis set) results for the ion C6H7N2O5S2 with charge -1 at a distorted geometry.

Its total charge is -1. As for the spin multiplicity: 1. The calculation puts the orbital gap at 7.87 eV. For the HOMO energy, the calculation gives -4.547 eV. The structure (SMILES) is NS(=O)(=O)/C1=N/C=C\[C@@H]2CC2=[S@](=O)([O-])O1.

Geometry (Å):
N -1.822901 2.820730 -0.483081
S -2.350645 1.181039 -0.120912
O -2.567470 0.640038 -1.398682
O -3.417214 1.280794 0.826868
C -0.770739 0.536842 0.627593
N 0.169580 1.360498 0.558483
C 1.490012 1.177232 0.790359
C 2.231216 0.134284 0.529338
C 1.489725 -1.071841 0.175842
C 1.564186 -1.665948 -1.301853
C 0.295536 -1.023187 -0.822944
S -0.914128 -1.957835 -0.020953
O -0.432808 -3.122843 0.744814
O -2.185902 -2.038812 -0.578493
O -1.051391 -0.550486 1.224293
H -1.853633 3.269736 0.494599
H -0.781707 2.657034 -0.467783
H 1.938727 2.033063 1.110021
H 3.352787 0.063875 0.604621
H 1.716616 -1.927399 0.942113
H 2.080090 -1.004441 -2.160110
H 1.820064 -2.792376 -1.274139

Cartesian forces (eV/Å) of the 6 atoms listed first:
N 0.50 -0.41 2.85
S 1.34 3.90 -0.29
O -0.48 -1.33 -1.50
O -0.22 -0.37 0.62
C -1.50 1.73 -1.14
N -0.89 0.36 0.46

[5]
DFT (ωB97M-V with the def2-TZVPD basis set) results for a cluster of 2 separate species, C6H7N3 in total at a distorted geometry.

Its total charge is 0. As for the spin multiplicity: 1. The calculation puts the orbital gap (spin up / spin down) at 7.53 / 7.53 eV. For the HOMO energy (spin up / spin down), the calculation gives -8.936 / -8.936 eV.

Geometry (Å):
C 0.842510 1.731667 -0.624743
C -0.594886 -1.592671 1.055699
C 1.440648 -2.280010 0.960472
C 0.177294 -0.595707 0.563578
C -1.578954 1.499603 -1.250248
C -0.493871 1.716282 -0.262570
N 1.964252 1.684340 -0.898527
N 0.228514 -2.645025 1.302747
N 1.461294 -1.012579 0.492520
H -1.645224 -1.629427 1.249386
H 2.305379 -2.906199 1.044975
H -1.964528 2.470329 -1.574883
H -2.404887 0.952409 -0.799397
H -1.220505 0.963369 -2.125905
H -0.746460 2.094559 0.716956
H 2.229422 -0.450941 0.149939

Cartesian forces (eV/Å) of the 6 atoms listed first:
C 1.59 0.25 -0.40
C 0.14 0.33 -0.10
C -0.27 -0.39 0.20
C -1.42 2.95 -0.95
C -0.10 0.06 -0.23
C -0.34 -3.33 1.55

[6]
DFT (ωB97M-V with the def2-TZVPD basis set) results for the molecule C6H7N3 at a distorted geometry.

Its total charge is 0. As for the spin multiplicity: 1. The calculation puts the orbital gap at 8.63 eV. For the HOMO energy, the calculation gives -9.097 eV. The structure (SMILES) is [H]/N=C(N)\C=C/C(=C)C#N.

Geometry (Å):
H 0.889132 -1.396539 -2.410804
N 1.365529 -0.544230 -2.138326
C 0.702473 0.224678 -1.384244
N 1.256765 1.181339 -0.621209
C -0.844825 0.074910 -1.172048
C -1.467173 -0.250826 -0.054955
C -0.635814 -0.426646 1.156849
C -0.280513 0.606766 1.977938
C 0.067196 -1.657799 1.200584
N 0.650341 -2.647106 1.149146
H 0.667350 1.582983 0.266420
H 2.182794 1.471861 -0.900332
H -1.379403 0.262371 -2.094395
H -2.543037 -0.295005 0.057988
H -0.980099 1.416197 2.137279
H 0.349285 0.397045 2.830107

Cartesian forces (eV/Å) of the 6 atoms listed first:
H -0.41 0.46 -0.41
N 0.79 -0.04 -0.01
C -2.40 -1.60 0.92
N -1.56 2.22 2.36
C 1.27 0.19 -0.90
C -0.14 0.45 0.37

[7]
DFT (ωB97M-V with the def2-TZVPD basis set) results for the molecule C6H7N3 at a distorted geometry.

Its total charge is 0. As for the spin multiplicity: 1. The calculation puts the orbital gap at 9.61 eV. For the HOMO energy, the calculation gives -8.941 eV. The structure (SMILES) is Cc1ncc(C#N)n1C.

Geometry (Å):
C 2.220407 -0.299289 1.188654
C 0.713586 -0.450570 1.008926
N -0.023220 0.247051 1.819327
C -1.306455 -0.036006 1.491139
C -1.375650 -0.844124 0.293599
C -2.424471 -1.394130 -0.526657
N -3.299888 -1.852179 -1.179461
N -0.043607 -1.035724 0.018320
C 0.317327 -1.813048 -1.174034
H 2.634502 -1.173106 0.565444
H 2.433953 -0.465562 2.201204
H 2.677004 0.584711 0.822097
H -2.198213 0.379722 1.916619
H -0.008766 -1.165071 -2.064842
H 1.389521 -1.891895 -1.231655
H -0.155922 -2.839817 -1.239270

Cartesian forces (eV/Å) of the 6 atoms listed first:
C -0.91 -3.61 -3.10
C 1.08 1.25 -1.13
N -2.12 -0.51 0.93
C -1.23 -0.81 -2.60
C 0.57 1.64 2.45
C -2.09 -0.90 -1.13

[8]
DFT (ωB97M-V with the def2-TZVPD basis set) results for the molecule C6H7N3O at a distorted geometry.

Its total charge is 0. As for the spin multiplicity: 1. The calculation puts the orbital gap at 9.53 eV. For the HOMO energy, the calculation gives -8.779 eV. The structure (SMILES) is O[C@H]1N=CCc2nccn21.

Geometry (Å):
O -1.385694 2.036445 -0.501065
C -0.316089 1.357515 0.178855
N -0.767513 0.920263 1.509232
C -0.185492 -0.064777 2.067570
C 0.841772 -0.879514 1.444446
C 0.451910 -0.837988 -0.015181
N 0.670499 -1.796275 -0.890107
C 0.395647 -1.227319 -2.091460
C -0.100761 0.062879 -1.958833
N 0.070043 0.288536 -0.613956
H -2.277971 1.599569 -0.173213
H 0.580643 2.123229 0.518799
H -0.738219 -0.325003 3.041152
H 0.961872 -1.931240 1.648505
H 1.802849 -0.349430 1.405124
H 0.345443 -1.785046 -2.918617
H -0.348940 0.808156 -2.651249

Cartesian forces (eV/Å) of the 6 atoms listed first:
O -1.29 -1.20 1.71
C -0.34 3.43 2.23
N 0.30 0.04 -0.58
C -3.11 0.52 2.43
C 0.53 0.27 -2.69
C 1.56 -1.71 -0.54

[9]
DFT (ωB97M-V with the def2-TZVPD basis set) results for the molecule C6H7N3O3 at a distorted geometry.

Its total charge is 0. As for the spin multiplicity: 1. The calculation puts the orbital gap at 10.01 eV. For the HOMO energy, the calculation gives -10.862 eV. The structure (SMILES) is C[C@@H]1O[C@H]1C1([N+](=O)[O-])N=CC=N1.

Geometry (Å):
C -2.894039 -0.636897 -0.039781
C -1.573165 -0.035298 0.433194
O -1.152182 0.991141 -0.432095
C -0.414505 -0.218746 -0.459516
C 1.038389 -0.120288 -0.121441
N 1.672058 -1.583693 0.000928
O 0.918247 -2.496501 -0.210702
O 2.823448 -1.617740 0.443943
N 1.756911 0.672781 -1.199339
C 2.102379 1.739675 -0.581276
C 1.666432 1.667635 0.818688
N 1.147220 0.520878 1.073018
H -3.326886 -0.286363 -1.051630
H -3.769521 -0.432165 0.760604
H -2.899498 -1.838698 -0.156004
H -1.370769 -0.070755 1.442808
H -0.657379 -0.914959 -1.361933
H 2.862058 2.363852 -0.997378
H 2.070806 2.296138 1.637921

Cartesian forces (eV/Å) of the 6 atoms listed first:
C -3.07 -2.19 0.67
C -0.94 -1.74 -3.06
O 0.96 0.82 0.34
C -1.94 -2.02 -2.94
C -0.20 -0.61 -2.60
N 0.82 1.53 1.17

[10]
DFT (ωB97M-V with the def2-TZVPD basis set) results for the molecule C6H7N3O4 at a distorted geometry.

Its total charge is 0. As for the spin multiplicity: 1. The calculation puts the orbital gap at 9.39 eV. For the HOMO energy, the calculation gives -9.823 eV.

Geometry (Å):
C -0.323030 1.430511 -2.220324
C -1.362993 0.602508 -1.602236
C -1.095601 -1.058313 0.224688
C 1.241461 0.517570 0.879168
C -2.410874 -1.648169 0.194620
C 2.568249 -0.201291 0.721430
N -0.807567 0.141085 -0.421456
N 0.482065 0.667954 -0.383192
N 0.726873 1.474207 -1.460986
O 1.794926 2.070308 -1.535718
O -2.440214 0.236355 -2.049695
O -0.195004 -1.715865 0.682248
O 0.790731 0.760572 1.963508
H -0.535851 2.214496 -2.996451
H -3.078995 -1.226017 1.051521
H -2.175297 -2.631513 0.372896
H -2.857222 -1.394103 -0.731191
H 3.119209 0.146697 -0.048897
H 2.508309 -1.338675 0.546495
H 3.109149 -0.074907 1.602234

Cartesian forces (eV/Å) of the 6 atoms listed first:
C -2.45 1.61 -1.73
C -1.05 -0.34 -1.58
C 1.67 -1.03 0.07
C 1.24 -1.27 0.71
C -2.39 2.97 1.67
C -2.10 -2.27 0.65

[11]
DFT (ωB97M-V with the def2-TZVPD basis set) results for a structure of composition C6H7N6O2 at a distorted geometry.

Its total charge is +1. As for the spin multiplicity: 1. The calculation puts the orbital gap at 9.83 eV. For the HOMO energy, the calculation gives -14.296 eV.

Geometry (Å):
C -0.969643 1.022770 -0.141486
C 0.615004 -0.692607 1.955468
C 0.987683 0.366589 1.238384
C -0.706311 -0.945890 0.141041
C -0.926848 -2.048149 -0.946199
C 2.045576 1.207836 -1.557642
N -1.527424 2.190525 -0.025968
N -1.778479 0.063835 0.319453
N -2.767932 1.836273 0.250172
N -2.971654 0.640175 0.467774
N -0.172643 -1.552930 1.304611
N 0.199002 0.205517 -0.184101
O -1.669156 -1.776271 -1.819737
O 0.967587 0.157037 -1.254530
H 0.825699 -0.932340 2.969598
H 1.457283 1.306178 1.396477
H -0.306914 -2.855969 -0.764656
H 2.851614 0.740928 -2.264547
H 2.490215 1.346762 -0.610146
H 1.713790 2.132764 -2.096378
H -0.356440 -2.413024 1.622422

Cartesian forces (eV/Å) of the 6 atoms listed first:
C -1.28 0.75 1.74
C 0.92 1.14 0.33
C -1.23 -0.56 -1.44
C -0.59 -3.60 0.79
C -0.98 3.66 0.17
C 0.40 -0.81 -1.35

[12]
DFT (ωB97M-V with the def2-TZVPD basis set) results for a cluster of 2 separate species, C6H7NO in total at a distorted geometry.

Its total charge is 0. As for the spin multiplicity: 1. The calculation puts the orbital gap (spin up / spin down) at 8.30 / 8.30 eV. For the HOMO energy (spin up / spin down), the calculation gives -8.528 / -8.527 eV. The structure (SMILES) is [H]/N=C/C=C.C#CC=O.

Geometry (Å):
H 1.013067 -0.004433 -3.172954
N 0.888891 -0.535457 -2.306713
C 0.572549 0.235135 -1.336890
C 0.827057 -0.274131 0.218774
C 1.445931 0.668606 0.972924
H 0.533433 1.332376 -1.401161
H 1.188122 -1.294714 0.175960
H 1.025610 1.663197 1.068074
H 2.264833 0.374635 1.618286
C -1.486155 -0.694141 2.140661
C -1.129878 -0.488655 0.994479
C -1.579257 -0.093608 -0.451319
O -2.193382 0.936382 -0.642095
H -1.765545 -0.809616 3.161830
H -1.605276 -1.015576 -1.039855

Cartesian forces (eV/Å) of the 6 atoms listed first:
H -0.24 -0.07 0.19
N -0.47 0.60 1.05
C 1.70 -0.62 1.40
C 2.52 1.69 -3.35
C -0.59 -0.99 -0.22
H -0.41 -0.27 -0.05

Across the entries above, energy above the lowest of the compared OMol25 structures with the same formula, charge and spin takes the values 148.6 56.4 71.8 79.1 84.5 55.4 15.3 34.3 116.2 111.7 35.0 144.4 kcal per mole, respectively.